1.
C27H25BCrN7O4PS as an isolated structure in a non-equilibrium geometry. Source: the Open Molecules 2025 dataset; level of theory: ωB97M-V with the def2-TZVPD basis set.

```
! wB97M-V def2-TZVPD RIJCOSX def2/J DEFGRID3
* xyz -1 2
Cr 0.623 0.138 0.210
C -4.218 -3.052 0.387
C -3.379 -2.632 -0.659
N -2.678 -1.565 -0.314
N -3.022 -1.278 0.951
C -3.959 -2.151 1.393
B -2.541 -0.004 1.690
N -2.199 1.087 0.659
C -2.908 2.183 0.359
C -2.293 2.829 -0.697
C -1.177 2.044 -0.985
N -1.132 0.999 -0.160
N -1.265 -0.203 2.557
C -1.203 -0.208 3.899
C 0.123 -0.249 4.283
C 0.833 -0.246 3.081
N -0.015 -0.212 2.056
H -4.900 -3.886 0.403
H -3.276 -3.047 -1.651
H -4.379 -2.061 2.382
H -3.421 0.350 2.427
H -3.802 2.430 0.906
H -2.597 3.753 -1.158
H -0.394 2.188 -1.710
H -2.099 -0.186 4.497
H 0.519 -0.260 5.283
H 1.895 -0.255 2.897
O 2.716 0.298 0.629
S 2.408 1.560 -0.131
O 3.539 2.408 -0.374
O 1.711 1.055 -1.365
O 1.298 2.167 0.668
N 0.551 -1.658 -0.253
P 1.179 -3.052 -0.132
C 0.059 -4.310 0.597
C -0.724 -3.877 1.663
C -1.597 -4.750 2.290
C -1.708 -6.059 1.840
C -0.938 -6.493 0.771
C -0.051 -5.623 0.151
C 1.637 -3.793 -1.741
C 0.838 -3.436 -2.825
C 1.092 -3.962 -4.080
C 2.154 -4.840 -4.261
C 2.964 -5.181 -3.188
C 2.708 -4.660 -1.928
C 2.694 -3.268 0.871
C 3.757 -2.411 0.585
C 4.929 -2.488 1.319
C 5.052 -3.423 2.338
C 3.996 -4.275 2.628
C 2.814 -4.192 1.904
H -0.636 -2.842 1.978
H -2.199 -4.411 3.123
H -2.396 -6.743 2.322
H -1.025 -7.514 0.420
H 0.558 -5.969 -0.675
H 0.034 -2.729 -2.649
H 0.470 -3.689 -4.924
H 2.353 -5.255 -5.242
H 3.800 -5.854 -3.333
H 3.338 -4.928 -1.088
H 3.638 -1.668 -0.193
H 5.748 -1.815 1.099
H 5.970 -3.491 2.908
H 4.092 -5.012 3.416
H 1.989 -4.855 2.133
*
```

The HOMO-LUMO gap (spin up / spin down) comes out at 7.587 / 7.909 eV. As for the expectation value of S²: 0.76.

Löwdin atomic charge list, values in e, 6 entries: number 1, Cr, carries 0.71; number 2, C, carries -0.10; number 3, C, carries -0.18; number 4, N, carries 0.08; number 5, N, carries -0.04; number 6, C, carries -0.13

---

2.
One molecule with the formula C5H14N2O in a non-equilibrium geometry. Source: the Open Molecules 2025 dataset; level of theory: ωB97M-V with the def2-TZVPD basis set.

```
! wB97M-V def2-TZVPD RIJCOSX def2/J DEFGRID3
* xyz 0 1
N 0.702 2.219 0.193
C -0.697 1.852 0.447
C -1.181 2.564 1.703
C -0.868 0.348 0.599
N -0.233 -0.395 -0.486
C -0.330 -1.855 -0.309
C 0.626 -2.513 -1.282
O 1.986 -2.265 -0.959
H 2.044 -1.308 -0.855
H 1.240 1.926 1.009
H 1.062 1.610 -0.534
H -1.274 2.152 -0.431
H -1.204 3.625 1.527
H -0.634 2.285 2.599
H -2.219 2.226 1.868
H -0.381 0.057 1.532
H -1.919 0.038 0.721
H -0.687 -0.151 -1.361
H -1.326 -2.222 -0.552
H -0.065 -2.018 0.730
H 0.465 -3.586 -1.284
H 0.410 -2.104 -2.277
*
```

The HOMO-LUMO gap comes out at 10.331 eV. For the energy above the lowest of the compared OMol25 structures with the same formula, charge and spin, the calculation gives 37.3 kcal per mole. Its SMILES is C[C@@H](N)CNCCO.

Löwdin atomic charge list, values in e, 6 entries: number 1, N, carries 0.03; number 2, C, carries -0.47; number 3, C, carries -0.07; number 4, C, carries -0.23; number 5, N, carries -0.09; number 6, C, carries -0.22